[1]
{
  "formula": "C4H9NO",
  "method": "ωB97M-V/def2-TZVPD",
  "smiles": "C[C@H]1N[C@H]1CO",
  "homo_ev": -9.822,
  "de_lowest_kcal_mol": 44.47,
  "orbital_gap_ev": 10.8,
  "max_force_ev_per_a": 0.376,
  "elements": ["C", "C", "N", "C", "C", "O", "H", "H", "H", "H", "H", "H", "H", "H", "H"],
  "xyz": [[-1.584, 0.632, 0.366], [-0.840, -0.143, -0.691], [0.366, 0.467, -1.250], [0.492, -0.746, -0.438], [1.235, -0.542, 0.885], [1.818, 0.734, 0.976], [-2.198, -0.044, 0.972], [-0.884, 1.156, 1.023], [-2.247, 1.373, -0.093], [-1.475, -0.682, -1.395], [0.471, 0.279, -2.241], [0.715, -1.672, -0.965], [2.010, -1.315, 0.984], [0.535, -0.680, 1.723], [1.586, 1.183, 0.144]],
  "mulliken_charge": [-1.309, 0.351, -0.665, -0.051, -0.759, -0.539, 0.300, 0.332, 0.348, 0.414, 0.218, 0.413, 0.322, 0.238, 0.387]
}

[2]
{
  "formula": "C10H30ClO5S2",
  "method": "ωB97M-V/def2-TZVPD",
  "homo_ev": -6.161,
  "de_lowest_kcal_mol": 0.00,
  "orbital_gap_ev": 9.1,
  "max_force_ev_per_a": 10.738,
  "charge": -1,
  "elements": ["Cl", "C", "C", "O", "H", "H", "H", "H", "H", "H", "C", "C", "O", "H", "H", "H", "H", "H", "H", "C", "C", "O", "H", "H", "H", "H", "H", "H", "C", "S", "O", "C", "H", "H", "H", "H", "H", "H", "C", "S", "O", "C", "H", "H", "H", "H", "H", "H"],
  "xyz": [[0.079, -0.584, 0.841], [0.715, 4.329, 2.922], [0.317, 3.280, 2.046], [0.907, 2.034, 2.480], [0.719, 5.317, 2.450], [1.805, 4.268, 3.070], [0.323, 4.393, 3.949], [0.563, 3.453, 0.993], [-0.790, 3.100, 2.197], [0.521, 1.380, 1.929], [-3.307, -3.286, -1.791], [-2.250, -2.253, -1.279], [-1.912, -2.723, -0.045], [-3.018, -3.893, -2.650], [-4.133, -2.908, -2.181], [-3.705, -3.978, -1.060], [-2.545, -1.203, -0.967], [-1.476, -2.207, -2.010], [-1.297, -1.999, 0.350], [-1.973, 2.980, -2.155], [-1.562, 1.960, -1.209], [-0.232, 1.602, -1.392], [-1.585, 3.999, -2.384], [-2.970, 3.148, -1.911], [-2.115, 2.321, -2.958], [-2.018, 1.191, -1.435], [-1.711, 2.392, -0.169], [0.029, 0.821, -0.759], [2.679, -2.459, 3.166], [1.558, -1.721, 4.373], [2.207, -1.896, 5.744], [2.021, -0.133, 3.921], [2.118, -2.318, 2.268], [2.453, -3.527, 3.273], [3.767, -2.140, 3.172], [1.862, 0.091, 2.769], [3.018, 0.237, 4.291], [1.441, 0.609, 4.421], [1.382, -2.154, -2.355], [1.849, -0.719, -3.389], [2.791, -1.300, -4.443], [0.140, -0.588, -4.221], [2.346, -2.462, -2.048], [1.105, -3.113, -2.907], [0.658, -1.871, -1.752], [-0.537, -0.325, -3.577], [-0.367, -1.419, -4.744], [0.140, 0.254, -4.840]],
  "mulliken_charge": [-0.852, -1.401, 0.161, -0.357, 0.370, 0.321, 0.303, 0.245, 0.176, 0.103, -1.487, 0.806, -0.519, 0.323, 0.464, 0.340, 0.030, -0.228, 0.169, -1.550, 0.471, -0.479, 0.300, 0.443, 0.353, 0.199, 0.083, 0.120, -0.726, 0.495, -0.697, -0.598, 0.178, 0.350, 0.266, 0.124, 0.346, 0.313, -0.349, 0.534, -0.690, -1.005, 0.371, 0.288, -0.181, 0.207, 0.394, 0.472]
}

[3]
{
  "formula": "C3H4O",
  "method": "ωB97M-V/def2-TZVPD",
  "homo_ev": -8.184,
  "de_lowest_kcal_mol": 84.28,
  "orbital_gap_ev": 8.1,
  "max_force_ev_per_a": 3.107,
  "elements": ["C", "C", "C", "O", "H", "H", "H", "H"],
  "xyz": [[1.981, -0.457, -0.307], [0.662, -0.211, -0.158], [-0.618, 0.313, 0.127], [2.498, 0.378, 0.520], [2.361, -1.356, -0.761], [-0.277, 0.756, 1.045], [-1.345, -0.442, 0.342], [-1.141, 1.099, -0.620]],
  "mulliken_charge": [0.040, 0.142, -0.699, -0.573, 0.300, 0.269, 0.300, 0.222]
}

[4]
{
  "formula": "C16H19B3FN3O3",
  "method": "ωB97M-V/def2-TZVPD",
  "smiles": "CB1OBOB(F)O1.c1ccncc1.c1ccncc1.c1ccncc1",
  "homo_ev": -9.546,
  "orbital_gap_ev": 10.0,
  "max_force_ev_per_a": 1.044,
  "elements": ["C", "B", "O", "B", "O", "B", "F", "O", "H", "H", "H", "H", "C", "C", "C", "N", "C", "C", "H", "H", "H", "H", "H", "C", "C", "C", "N", "C", "C", "H", "H", "H", "H", "H", "C", "C", "C", "N", "C", "C", "H", "H", "H", "H", "H"],
  "xyz": [[-2.283, -0.116, -2.254], [-1.828, 0.372, -3.653], [-2.723, 0.864, -4.602], [-2.403, 0.956, -5.937], [-1.082, 0.772, -6.307], [-0.372, 0.027, -5.394], [0.336, -1.016, -5.796], [-0.489, 0.327, -4.059], [-3.271, -0.572, -2.288], [-1.576, -0.849, -1.868], [-2.329, 0.707, -1.537], [-3.237, 1.157, -6.754], [-1.088, -0.699, 2.779], [-2.258, 0.003, 2.536], [-3.313, -0.659, 1.927], [-3.268, -1.938, 1.559], [-2.139, -2.600, 1.798], [-1.027, -2.031, 2.402], [-0.236, -0.229, 3.253], [-2.355, 1.045, 2.810], [-4.243, -0.140, 1.721], [-2.122, -3.640, 1.490], [-0.132, -2.612, 2.578], [0.961, 4.660, -4.147], [0.888, 3.322, -3.796], [1.315, 2.943, -2.531], [1.794, 3.799, -1.631], [1.859, 5.081, -1.981], [1.458, 5.561, -3.220], [0.636, 4.993, -5.125], [0.508, 2.580, -4.482], [1.267, 1.902, -2.230], [2.254, 5.760, -1.233], [1.534, 6.616, -3.445], [3.209, -4.152, 6.002], [2.304, -3.321, 6.642], [1.657, -2.347, 5.897], [1.859, -2.164, 4.594], [2.731, -2.968, 3.990], [3.428, -3.973, 4.645], [3.733, -4.925, 6.549], [2.100, -3.422, 7.700], [0.941, -1.682, 6.368], [2.881, -2.800, 2.929], [4.123, -4.596, 4.100]],
  "mulliken_charge": [-0.894, 0.536, -0.659, 0.672, -0.481, 0.733, -0.217, -0.467, 0.293, 0.281, 0.308, -0.110, -0.217, -0.418, -0.208, -0.573, -0.358, -0.104, 0.455, 0.375, 0.376, 0.359, 0.300, -0.486, -0.043, -0.314, -0.552, -0.258, -0.287, 0.389, 0.386, 0.461, 0.343, 0.360, -0.154, -0.501, -0.123, -0.355, -0.160, -0.463, 0.365, 0.354, 0.354, 0.351, 0.352]
}

[5]
{
  "formula": "C4H11NP2",
  "method": "ωB97M-V/def2-TZVPD",
  "smiles": "[H]/P=N/PC(C)(C)C",
  "homo_ev": -8.810,
  "de_lowest_kcal_mol": 58.61,
  "orbital_gap_ev": 8.5,
  "max_force_ev_per_a": 4.250,
  "elements": ["H", "P", "N", "P", "C", "C", "C", "C", "H", "H", "H", "H", "H", "H", "H", "H", "H", "H"],
  "xyz": [[-1.403, -1.039, 4.515], [-1.638, -0.895, 3.052], [-0.616, -1.960, 2.458], [-0.950, -1.815, 0.331], [-0.031, -0.162, -0.173], [0.300, -0.285, -1.644], [-1.300, 0.744, 0.134], [1.108, 0.252, 0.705], [0.091, -2.671, 0.135], [-0.470, -0.336, -2.441], [0.891, 0.499, -2.056], [0.999, -1.143, -1.656], [-1.394, 0.797, 1.176], [-2.164, 0.317, -0.219], [-1.225, 1.865, -0.133], [0.799, -0.060, 1.673], [2.088, -0.195, 0.423], [1.230, 1.338, 0.548]],
  "mulliken_charge": [0.046, 0.160, -0.394, 0.164, 1.067, -1.594, -1.706, -1.303, 0.045, 0.342, 0.410, 0.417, 0.459, 0.524, 0.338, 0.328, 0.363, 0.332]
}